DFT (wB97M-V/def2-TZVPD) results for a 2-piece molecular cluster, C11H19NOSi overall.

```
33
Properties=species:S:1:pos:R:3
C 1.76271 -1.81913 -3.44796
C 2.41275 -1.84815 -2.22555
C 0.44961 -1.38595 -3.51494
C 1.75198 -1.44122 -1.08165
C -0.20577 -0.98020 -2.36571
C 0.43537 -0.99424 -1.13026
C 2.08647 1.90485 0.94167
C -2.16159 1.43156 2.31965
C -2.60856 -1.92028 1.15796
C 0.83898 1.92348 0.06170
C -0.90199 2.03217 1.72348
N -0.30031 1.25247 0.65555
O -2.01277 -0.85158 0.48926
Si -0.45729 -0.42878 0.42306
H 2.27615 -2.13721 -4.34364
H 3.43530 -2.19282 -2.16596
H -0.06411 -1.36639 -4.46535
H 2.25757 -1.47076 -0.12843
H -1.23240 -0.64565 -2.42639
H 1.92142 2.44781 1.86955
H 2.34445 0.87661 1.17717
H 2.91681 2.37033 0.41527
H -2.91100 1.27165 1.55131
H -1.94041 0.48145 2.79617
H -2.56093 2.11352 3.06756
H -3.50538 -1.55598 1.66302
H -1.92408 -2.34658 1.89215
H -2.88824 -2.69518 0.44156
H 0.55865 2.96080 -0.15477
H 1.06972 1.43064 -0.88415
H -1.13785 3.02279 1.31155
H -0.17290 2.17501 2.53154
H 0.46764 -1.61503 1.84560
```

Properties
ΔE to the lowest compared entry with this formula, charge and spin ... 14.13 kcal/mol
LUMO level ... 0.94 eV
E_tot ... -850.03836 a.u.
Highest occupied orbital energy ... -8.49 eV
Orbital gap ... 9.43 eV

Just the natural (NBO) charges please, in e? Sure, here they are:
1. C -0.20
2. C -0.20
3. C -0.23
4. C -0.19
5. C -0.13
6. C -0.58
7. C -0.62
8. C -0.61
9. C -0.23
10. C -0.21
11. C -0.19
12. N -0.92
13. O -0.94
14. Si 1.95
15. H 0.21
16. H 0.21
17. H 0.21
18. H 0.22
19. H 0.20
20. H 0.20
21. H 0.21
22. H 0.21
23. H 0.22
24. H 0.21
25. H 0.21
26. H 0.18
27. H 0.19
28. H 0.18
29. H 0.19
30. H 0.21
31. H 0.18
32. H 0.18
33. H -0.32

***

DFT (wB97M-V/def2-TZVPD) results for an isolated ion of composition C11H20BFN5O3 and charge +1.

```
41
Properties=species:S:1:pos:R:3
H -1.13566 4.61948 1.31012
N -1.09504 3.83994 1.97087
C -1.34857 2.73855 1.42324
C -1.70109 2.53913 -0.03754
N -1.64663 1.13933 -0.45907
C -0.37897 0.50663 -0.85454
C 0.86695 1.28360 -0.46007
C 2.08991 0.35019 -0.69298
C 2.52085 -0.21512 0.64155
O 1.95121 -1.15896 1.13656
O 3.49099 0.48166 1.24723
C 4.59581 -0.23662 1.86319
C 4.92481 -1.55377 1.19675
C -2.76526 0.43437 -0.47803
N -3.97455 0.92067 -0.10402
C -4.76963 -0.08679 -0.25802
F -6.04641 -0.07945 -0.00541
N -4.18153 -1.18399 -0.71160
N -2.83898 -0.86442 -0.87533
B -1.88664 -1.95649 -1.41228
C -1.01833 -2.84832 -0.48435
O -1.87957 -2.12576 -2.74478
H -1.31712 1.84174 2.04748
H -1.06160 3.13994 -0.68246
H -2.71471 2.90881 -0.19110
H -0.31571 -0.45646 -0.34658
H -0.37778 0.35444 -1.93946
H 1.00221 2.17342 -1.07147
H 0.83014 1.56549 0.59102
H 1.78064 -0.52230 -1.26993
H 2.89463 0.86953 -1.20305
H 4.38071 -0.36397 2.92377
H 5.43333 0.45186 1.77873
H 4.20644 -2.32482 1.47195
H 4.92181 -1.47146 0.10898
H 5.89938 -1.89240 1.54451
H -4.56734 -2.09629 -0.89866
H -1.07229 -2.55424 0.56272
H -1.31524 -3.89496 -0.58024
H 0.02377 -2.77354 -0.80329
H -2.40494 -1.49864 -3.25441
```

Properties
Charge ... +1
SMILES string ... [H]/N=C\CN(CCCC(=O)OCC)c1nc(F)[nH][n+]1B(C)O
LUMO level ... -3.09 eV
E_tot ... -1055.19148 a.u.
Highest occupied orbital energy ... -12.79 eV
Orbital gap ... 9.70 eV

Just the natural (NBO) charges please, in e? Sure, here they are:
1. H 0.33
2. N -0.54
3. C 0.11
4. C -0.31
5. N -0.37
6. C -0.22
7. C -0.40
8. C -0.50
9. C 0.81
10. O -0.60
11. O -0.53
12. C -0.06
13. C -0.65
14. C 0.62
15. N -0.51
16. C 0.80
17. F -0.23
18. N -0.39
19. N -0.44
20. B 1.09
21. C -1.04
22. O -0.83
23. H 0.17
24. H 0.23
25. H 0.26
26. H 0.23
27. H 0.21
28. H 0.23
29. H 0.23
30. H 0.22
31. H 0.25
32. H 0.19
33. H 0.20
34. H 0.23
35. H 0.21
36. H 0.24
37. H 0.46
38. H 0.25
39. H 0.28
40. H 0.28
41. H 0.51

***

DFT (wB97M-V/def2-TZVPD) results for C11H20BN6O4S4Zr as an isolated structure.

```
47
Properties=species:S:1:pos:R:3
Zr -0.59473 -0.01002 -0.14211
C -0.40329 -4.45593 -0.59850
N 0.11041 -3.39972 -1.46445
C 1.32389 -3.37942 -2.10380
C 1.42232 -2.18814 -2.73886
N 0.26410 -1.48425 -2.49959
B -0.03295 -0.02780 -2.96679
N 1.28313 0.76531 -2.94068
C 1.81469 1.45831 -4.01261
C 2.98810 1.99728 -3.61764
N 3.16964 1.63659 -2.29519
C 4.32693 1.96822 -1.47690
C 2.12582 0.89026 -1.90304
S 1.96642 0.20476 -0.32589
C -0.53936 -2.25039 -1.72701
S -2.09332 -1.81410 -1.12199
H 0.34670 -5.23841 -0.53563
H -1.32358 -4.85995 -1.01352
H -0.59609 -4.04331 0.38984
H 2.00840 -4.20715 -2.05151
H 2.21966 -1.78448 -3.33632
H -0.53058 0.03399 -4.04767
H -0.88079 0.45452 -2.19482
H 1.30478 1.50308 -4.95793
H 3.70414 2.60202 -4.14437
H 4.74822 2.90460 -1.83218
H 5.07542 1.18043 -1.54176
H 4.01216 2.07789 -0.44258
C -2.56589 3.10709 3.23560
N -2.44527 2.77851 1.82353
C -1.36344 3.01611 1.10931
S -1.26915 2.41199 -0.53065
N -0.39488 3.77316 1.59628
C 0.90302 3.95746 0.95892
H -3.50902 2.71235 3.59913
H -2.56767 4.18813 3.38204
H -1.75592 2.64877 3.80881
H -3.08097 2.10025 1.43627
H -0.45978 4.02937 2.56954
H 0.77019 4.31651 -0.05852
H 1.45746 3.01778 0.95079
H 1.45203 4.70306 1.52731
O -0.00874 0.85145 2.06200
S -0.81729 -0.36853 2.35549
O -2.04070 -0.10014 1.46373
O -0.11745 -1.40823 1.48652
O -1.08313 -0.70383 3.70001
```

Properties
Charge ... +1
ΔE to the lowest compared entry with this formula, charge and spin ... 2.54 kcal/mol
LUMO level ... -2.99 eV
E_tot ... -2725.38688 a.u.
Highest occupied orbital energy ... -11.64 eV
Orbital gap ... 8.66 eV

Just the natural (NBO) charges please, in e? Sure, here they are:
1. Zr 1.65
2. C -0.41
3. N -0.32
4. C -0.02
5. C -0.06
6. N -0.49
7. B 0.25
8. N -0.52
9. C -0.03
10. C -0.07
11. N -0.33
12. C -0.41
13. C 0.29
14. S -0.18
15. C 0.21
16. S -0.09
17. H 0.23
18. H 0.23
19. H 0.25
20. H 0.25
21. H 0.24
22. H 0.02
23. H -0.07
24. H 0.25
25. H 0.25
26. H 0.23
27. H 0.23
28. H 0.24
29. C -0.44
30. N -0.53
31. C 0.44
32. S -0.19
33. N -0.55
34. C -0.42
35. H 0.25
36. H 0.21
37. H 0.22
38. H 0.44
39. H 0.42
40. H 0.22
41. H 0.22
42. H 0.22
43. O -0.99
44. S 2.53
45. O -1.00
46. O -0.99
47. O -0.87

***

DFT (wB97M-V/def2-TZVPD) results for C11H20Br2Cl3N4O3PSSn as an isolated structure.

```
46
Properties=species:S:1:pos:R:3
Sn 1.01880 0.62304 0.39429
Cl -5.64668 6.55825 0.28595
C -4.58666 5.29201 0.18898
C -3.36093 5.38862 0.92548
C -2.46020 4.39316 0.83283
Cl -0.99521 4.41789 1.66049
C -2.72560 3.18578 -0.03343
O -1.91969 2.30512 -0.17090
C -4.07898 3.14098 -0.71536
Cl -4.42244 1.75833 -1.59871
C -4.94858 4.16825 -0.60815
H -3.19197 6.26069 1.54368
H -5.91160 4.15707 -1.10142
Br 0.58445 -2.42411 0.34612
C -1.08514 -2.55352 1.38386
Br -1.71482 -0.82199 1.88314
H -0.83979 -3.12672 2.26930
H -1.81140 -3.04190 0.74708
N 4.56562 1.05262 -3.28183
C 3.56609 0.02623 -3.73607
P 2.82882 -0.90904 -2.32095
O 3.85828 -1.76373 -1.68953
O 2.05540 0.11254 -1.48235
C 1.65121 -2.07518 -3.15819
N 2.22516 -3.46400 -3.02418
H 4.16576 1.70782 -2.60492
H 4.91415 1.60296 -4.07516
H 5.37691 0.60461 -2.84191
H 4.11480 -0.67690 -4.36332
H 2.81020 0.53242 -4.33558
H 1.50244 -1.85427 -4.21417
H 0.68145 -2.04458 -2.66619
H 2.55222 -3.84102 -3.91788
H 1.54709 -4.13170 -2.64983
H 3.04156 -3.40977 -2.38388
C 5.68091 -2.39411 2.81683
N 4.38549 -1.73235 2.63010
C 4.24419 -0.46918 2.31339
N 5.29375 0.31003 2.10608
S 2.63304 0.24429 2.29911
H 5.50089 -3.43695 3.05631
H 6.22393 -1.93882 3.64622
H 6.26674 -2.34145 1.89924
H 3.54152 -2.24618 2.83193
H 6.23567 -0.01973 2.26752
H 5.15874 1.30212 2.00023
```

Properties
Charge ... +4
ΔE to the lowest compared entry with this formula, charge and spin ... 51.55 kcal/mol
LUMO level ... -12.94 eV
E_tot ... -8356.99856 a.u.
Highest occupied orbital energy ... -19.57 eV
Orbital gap ... 6.64 eV

Just the natural (NBO) charges please, in e? Sure, here they are:
1. Sn 1.33
2. Cl 0.35
3. C 0.19
4. C -0.28
5. C -0.01
6. Cl 0.19
7. C 0.48
8. O -0.43
9. C 0.00
10. Cl 0.22
11. C -0.30
12. H 0.29
13. H 0.30
14. Br 0.01
15. C -0.49
16. Br 0.14
17. H 0.27
18. H 0.26
19. N -0.66
20. C -0.61
21. P 2.16
22. O -1.10
23. O -1.24
24. C -0.62
25. N -0.69
26. H 0.45
27. H 0.47
28. H 0.46
29. H 0.27
30. H 0.27
31. H 0.27
32. H 0.27
33. H 0.46
34. H 0.46
35. H 0.48
36. C -0.45
37. N -0.51
38. C 0.41
39. N -0.75
40. S -0.38
41. H 0.26
42. H 0.24
43. H 0.22
44. H 0.44
45. H 0.44
46. H 0.44

***

DFT (wB97M-V/def2-TZVPD) results for C11H20Br2NO3 as an isolated structure.

```
37
Properties=species:S:1:pos:R:3
O 0.34452 1.02191 -3.68837
C -0.21098 2.01818 -4.00101
O -1.43446 2.37559 -3.47057
C -2.57958 2.19535 -4.23307
Br -2.64038 0.51065 -5.18227
Br -4.08732 2.34166 -3.03440
H 0.21059 2.74640 -4.70501
H -2.70946 2.98147 -4.97212
C 2.19219 -1.30901 2.13718
C 0.67576 -1.08853 2.33741
C -0.13171 -2.19128 1.64680
C -0.14854 -2.08163 0.12278
C -0.60157 -0.69113 -0.31998
C 0.21278 0.43381 0.31934
N 0.24440 0.24460 1.80572
O -0.82864 0.67430 2.37286
C 1.62514 0.46757 -0.28127
C -0.42932 1.77731 0.01520
C 0.40290 -1.12159 3.83452
H 2.41894 -1.94838 1.28489
H 2.71701 -0.36537 2.00391
H 2.62062 -1.78615 3.01772
H -1.16222 -2.15150 2.01266
H 0.27446 -3.15761 1.95517
H 0.83684 -2.31191 -0.29094
H -0.82896 -2.83096 -0.28541
H -0.53451 -0.59325 -1.40574
H -1.65567 -0.55957 -0.05629
H 2.25047 1.19013 0.24490
H 1.55771 0.77393 -1.32489
H 2.12972 -0.49405 -0.26882
H -1.47418 1.80913 0.31344
H -0.38454 1.95136 -1.05915
H 0.09473 2.59032 0.51981
H 0.92093 -0.30796 4.34385
H 0.76996 -2.06800 4.23250
H -0.65764 -1.04577 4.05863
```

Properties
LUMO level (spin up / spin down) ... 0.02 / 0.02 eV
<S²> ... 0.754
E_tot ... -5859.55212 a.u.
Highest occupied orbital energy (spin up / spin down) ... -8.01 / -9.12 eV
Orbital gap (spin up / spin down) ... 8.03 / 9.14 eV
2S+1 ... 2

Just the natural (NBO) charges please, in e? Sure, here they are:
1. O -0.49
2. C 0.66
3. O -0.57
4. C -0.05
5. Br 0.04
6. Br 0.08
7. H 0.13
8. H 0.20
9. C -0.62
10. C 0.10
11. C -0.41
12. C -0.40
13. C -0.42
14. C 0.10
15. N 0.02
16. O -0.40
17. C -0.63
18. C -0.61
19. C -0.60
20. H 0.21
21. H 0.22
22. H 0.22
23. H 0.21
24. H 0.21
25. H 0.19
26. H 0.22
27. H 0.23
28. H 0.21
29. H 0.21
30. H 0.22
31. H 0.21
32. H 0.23
33. H 0.21
34. H 0.22
35. H 0.22
36. H 0.20
37. H 0.23

***

DFT (wB97M-V/def2-TZVPD) results for one molecule with the formula C11H20ClNO3.

```
36
Properties=species:S:1:pos:R:3
C -1.28656 3.39125 2.55075
O -1.26238 2.57398 1.40164
C -0.03243 2.10347 1.00922
O 1.01266 2.25733 1.65918
C 0.29938 1.24215 -0.34332
O 0.59913 2.19287 -1.40580
C -1.05198 0.42197 -0.66188
C -0.91486 -0.88858 -1.28583
C -2.27631 -1.59574 -0.93450
C -0.56221 -0.66685 -2.79644
N 0.06567 -1.72224 -0.57403
Cl 0.29801 -3.36255 -1.36732
C 1.18975 -1.20369 0.23043
C 0.77689 -1.12265 1.69624
C 2.49439 -2.07604 0.16464
C 1.47462 0.23359 -0.17092
H -2.38489 3.57385 2.79527
H -0.72540 4.36276 2.39495
H -0.93920 2.83792 3.38995
H 1.22494 2.71189 -0.88558
H -1.59942 1.02940 -1.38160
H -1.56962 0.27660 0.21651
H -3.18446 -1.41155 -1.62138
H -2.08230 -2.69432 -0.91591
H -2.64030 -1.41378 0.11583
H -0.31579 -1.60273 -3.26314
H 0.30559 0.02402 -2.95474
H -1.46397 -0.19262 -3.25855
H -0.16737 -0.60242 1.96487
H 0.52335 -2.14604 2.12834
H 1.51071 -0.59418 2.32415
H 2.39685 -3.11936 0.52322
H 2.96909 -2.14367 -0.91059
H 3.25763 -1.73004 0.74767
H 1.86641 0.40684 -1.11433
H 2.19437 0.64916 0.53294
```

Properties
ΔE to the lowest compared entry with this formula, charge and spin ... 42.89 kcal/mol
SMILES string ... COC(=O)C1(O)CC(C)(C)N(Cl)C(C)(C)C1
LUMO level ... 0.62 eV
E_tot ... -1171.68927 a.u.
Highest occupied orbital energy ... -8.39 eV
Orbital gap ... 9.01 eV

Just the natural (NBO) charges please, in e? Sure, here they are:
1. C -0.26
2. O -0.51
3. C 0.77
4. O -0.62
5. C 0.23
6. O -0.70
7. C -0.43
8. C 0.11
9. C -0.62
10. C -0.63
11. N -0.42
12. Cl 0.05
13. C 0.10
14. C -0.63
15. C -0.60
16. C -0.46
17. H 0.20
18. H 0.20
19. H 0.19
20. H 0.47
21. H 0.24
22. H 0.22
23. H 0.21
24. H 0.23
25. H 0.21
26. H 0.22
27. H 0.22
28. H 0.21
29. H 0.21
30. H 0.22
31. H 0.22
32. H 0.23
33. H 0.22
34. H 0.21
35. H 0.23
36. H 0.24

***

> The highest E_tot belongs to which entry?

C11H19NOSi

***

> Among the records above, which one has the lowest E_tot?

C11H20Br2Cl3N4O3PSSn